Entry 1:
Formula: C44H89F11N8O10S2
Source: the Open Molecules 2025 dataset
Level of theory: ωB97M-V/def2-TZVPD

Each atom is followed by the atoms it is bonded to, with distances in Å.
CARTESIAN COORDINATES (ANGSTROEM)
1 C 1.53 -3.50 1.27  C2 1.531, H40 1.094, H41 1.092, H42 1.088
2 C 1.84 -4.87 0.66  C1 1.531, C3 1.562, H43 1.088, H44 1.089
3 C 3.35 -5.27 0.61  C2 1.562, C4 1.520, H45 1.090, H46 1.093
4 C 4.33 -4.34 1.30  C3 1.520, N5 1.473, H47 1.090, H48 1.097
5 N 4.55 -3.08 0.55  C4 1.473, N6 1.464, H49 1.015
6 N 5.61 -3.23 -0.45  N5 1.464, C7 1.461, C38 1.465
7 C 6.05 -1.86 -0.67  N6 1.461, O8 1.189, C9 1.504
8 O 7.07 -1.39 -0.28  C7 1.189
9 C 4.98 -1.23 -1.52  C7 1.504, C10 1.381, C37 1.391
10 C 4.61 0.10 -1.65  C9 1.381, C11 1.510, C27 1.388
11 C 5.31 1.17 -0.85  C10 1.510, C12 1.556, H50 1.089, H51 1.090
12 C 4.89 1.10 0.65  C11 1.556, C13 1.526, H52 1.092, H53 1.092
13 C 3.88 2.15 1.09  C12 1.526, C14 1.528, H54 1.090, H55 1.095
14 C 2.54 2.11 0.36  C13 1.528, C15 1.541, H56 1.085, H57 1.092
15 C 1.57 1.03 0.88  C14 1.541, F16 1.359, F17 1.350, C18 1.552
16 F 0.85 0.54 -0.16  C15 1.359
17 F 2.25 0.00 1.42  C15 1.350
18 C 0.57 1.61 1.91  C15 1.552, F19 1.341, F20 1.339, S21 1.909
19 F -0.32 2.35 1.23  C18 1.341
20 F 1.21 2.43 2.76  C18 1.339
21 S -0.35 0.32 2.97  C18 1.909, F22 1.583, F23 1.576, F24 1.588, F25 1.597, F26 1.580
22 F 1.03 -0.04 3.66  S21 1.583
23 F -0.12 -0.79 1.88  S21 1.576
24 F -1.76 0.64 2.33  S21 1.588
25 F -0.62 1.42 4.10  S21 1.597
26 F -1.04 -0.76 3.89  S21 1.580
27 C 3.56 0.36 -2.51  C10 1.388, C28 1.387, H58 1.084
28 C 2.86 -0.61 -3.22  C27 1.387, C29 1.515, C32 1.415
29 C 1.70 -0.13 -4.06  C28 1.515, C30 1.551, H59 1.084, H60 1.091
30 C 0.33 -0.50 -3.44  C29 1.551, F31 1.374, H61 1.092, H62 1.091
31 F -0.56 -0.89 -4.41  C30 1.374
32 C 3.26 -1.96 -3.07  C28 1.415, S33 1.768, C37 1.392
33 S 2.43 -3.26 -3.93  C32 1.768, O34 1.418, O35 1.413, F36 1.569
34 O 1.67 -2.74 -5.01  S33 1.418
35 O 3.28 -4.37 -4.16  S33 1.413
36 F 1.41 -3.69 -2.82  S33 1.569
37 C 4.31 -2.24 -2.20  C9 1.391, C32 1.392, C38 1.538
38 C 4.99 -3.54 -1.74  N6 1.465, C37 1.538, O39 1.180
39 O 5.16 -4.57 -2.29  C38 1.180
40 H 0.48 -3.26 1.05  C1 1.094
41 H 1.60 -3.50 2.36  C1 1.092
42 H 2.12 -2.69 0.85  C1 1.088
43 H 1.31 -5.60 1.27  C2 1.088
44 H 1.44 -4.90 -0.35  C2 1.089
45 H 3.66 -5.43 -0.43  C3 1.090
46 H 3.45 -6.24 1.10  C3 1.093
47 H 3.99 -4.06 2.30  C4 1.090
48 H 5.29 -4.85 1.42  C4 1.097
49 H 4.90 -2.40 1.22  N5 1.015
50 H 6.38 0.95 -0.88  C11 1.089
51 H 5.13 2.15 -1.29  C11 1.090
52 H 5.78 1.20 1.27  C12 1.092
53 H 4.51 0.09 0.84  C12 1.092
54 H 3.74 2.15 2.17  C13 1.090
55 H 4.32 3.13 0.87  C13 1.095
56 H 2.66 1.99 -0.71  C14 1.085
57 H 2.06 3.09 0.48  C14 1.092
58 H 3.24 1.39 -2.64  C27 1.084
59 H 1.77 -0.47 -5.09  C29 1.084
60 H 1.76 0.96 -4.07  C29 1.091
61 H 0.45 -1.31 -2.72  C30 1.092
62 H -0.07 0.36 -2.90  C30 1.091
63 C -3.83 1.31 0.12  C64 1.526, H69 1.090, H70 1.089, H71 1.093
64 C -4.48 1.26 -1.26  C63 1.526, C65 1.535, N68 1.465, H72 1.093
65 C -5.94 1.73 -1.27  C64 1.535, O66 1.416, H73 1.092, H74 1.098
66 O -6.87 0.79 -0.74  C65 1.416, C67 1.413
67 C -7.00 0.80 0.67  O66 1.413, H75 1.095, H76 1.093, H77 1.090
68 N -4.33 -0.09 -1.80  C64 1.465, H78 1.016, H79 1.017
69 H -4.17 0.50 0.76  C63 1.090
70 H -2.75 1.21 0.02  C63 1.089
71 H -4.04 2.26 0.62  C63 1.093
72 H -3.93 1.94 -1.91  C64 1.093
73 H -6.25 1.88 -2.31  C65 1.092
74 H -6.05 2.70 -0.76  C65 1.098
75 H -6.90 1.81 1.07  C67 1.095
76 H -6.27 0.14 1.15  C67 1.093
77 H -8.00 0.42 0.90  C67 1.090
78 H -4.66 -0.11 -2.76  N68 1.016
79 H -4.97 -0.70 -1.30  N68 1.017
80 C -6.33 5.95 -1.70  C81 1.525, H86 1.090, H87 1.090, H88 1.092
81 C -4.92 5.41 -1.55  C80 1.525, C82 1.535, N85 1.466, H89 1.095
82 C -3.87 6.49 -1.25  C81 1.535, O83 1.410, H90 1.094, H91 1.098
83 O -3.49 7.27 -2.37  C82 1.410, C84 1.414
84 C -4.33 8.37 -2.66  O83 1.414, H92 1.094, H93 1.093, H94 1.090
85 N -4.57 4.63 -2.74  C81 1.466, H95 1.017, H96 1.017
86 H -6.48 6.45 -2.66  C80 1.090
87 H -7.05 5.14 -1.66  C80 1.090
88 H -6.58 6.66 -0.90  C80 1.092
89 H -4.92 4.73 -0.69  C81 1.095
90 H -2.95 5.99 -0.93  C82 1.094
91 H -4.19 7.14 -0.42  C82 1.098
92 H -4.72 8.82 -1.74  C84 1.094
93 H -5.17 8.09 -3.30  C84 1.093
94 H -3.73 9.11 -3.18  C84 1.090
95 H -3.67 4.18 -2.59  N85 1.017
96 H -4.40 5.28 -3.50  N85 1.017
97 C 7.97 1.22 -6.10  C98 1.525, H103 1.090, H104 1.090, H105 1.092
98 C 6.99 0.52 -5.16  C97 1.525, C99 1.536, N102 1.466, H106 1.095
99 C 5.95 -0.35 -5.87  C98 1.536, O100 1.415, H107 1.095, H108 1.097
100 O 4.89 0.37 -6.48  C99 1.415, C101 1.415
101 C 5.15 0.86 -7.78  O100 1.415, H109 1.094, H110 1.093, H111 1.090
102 N 6.36 1.52 -4.29  C98 1.466, H112 1.015, H113 1.017
103 H 7.51 2.07 -6.61  C97 1.090
104 H 8.82 1.61 -5.54  C97 1.090
105 H 8.35 0.53 -6.86  C97 1.092
106 H 7.57 -0.15 -4.52  C98 1.095
107 H 5.47 -0.98 -5.12  C99 1.095
108 H 6.42 -1.02 -6.60  C99 1.097
109 H 5.79 0.17 -8.34  C101 1.094
110 H 5.63 1.84 -7.75  C101 1.093
111 H 4.20 0.96 -8.29  C101 1.090
112 H 5.77 1.02 -3.63  N102 1.015
113 H 5.69 2.04 -4.86  N102 1.017
114 C 2.99 8.73 -0.37  C115 1.525, H120 1.090, H121 1.089, H122 1.092
115 C 2.01 7.66 0.09  C114 1.525, C116 1.535, N119 1.464, H123 1.094
116 C 2.67 6.50 0.84  C115 1.535, O117 1.416, H124 1.094, H125 1.098
117 O 3.35 5.57 0.01  C116 1.416, C118 1.417
118 C 4.67 5.94 -0.36  O117 1.417, H126 1.094, H127 1.092, H128 1.091
119 N 1.23 7.22 -1.06  C115 1.464, H129 1.016, H130 1.017
120 H 3.57 8.41 -1.24  C114 1.090
121 H 2.45 9.64 -0.66  C114 1.089
122 H 3.69 9.00 0.43  C114 1.092
123 H 1.32 8.13 0.80  C115 1.094
124 H 1.88 5.92 1.33  C116 1.094
125 H 3.34 6.86 1.63  C116 1.098
126 H 5.17 6.48 0.45  C118 1.094
127 H 4.68 6.54 -1.27  C118 1.092
128 H 5.22 5.02 -0.56  C118 1.091
129 H 0.49 6.59 -0.75  N119 1.016
130 H 1.83 6.64 -1.64  N119 1.017
131 C -0.71 -5.78 4.18  C132 1.526, H137 1.090, H138 1.091, H139 1.092
132 C -1.83 -5.43 3.21  C131 1.526, C133 1.535, N136 1.466, H140 1.095
133 C -3.20 -5.99 3.61  C132 1.535, O134 1.416, H141 1.094, H142 1.095
134 O -3.37 -7.37 3.35  C133 1.416, C135 1.413
135 C -2.87 -8.23 4.35  O134 1.413, H143 1.095, H144 1.093, H145 1.090
136 N -1.42 -5.83 1.86  C132 1.466, H146 1.016, H147 1.017
137 H -0.39 -6.82 4.08  C131 1.090
138 H 0.16 -5.16 4.00  C131 1.091
139 H -1.03 -5.63 5.22  C131 1.092
140 H -1.93 -4.34 3.21  C132 1.095
141 H -3.96 -5.49 3.00  C133 1.094
142 H -3.44 -5.76 4.65  C133 1.095
143 H -3.00 -7.80 5.35  C135 1.095
144 H -1.82 -8.47 4.20  C135 1.093
145 H -3.44 -9.16 4.30  C135 1.090
146 H -2.11 -5.50 1.19  N136 1.016
147 H -1.49 -6.84 1.80  N136 1.017
148 C -8.50 -4.34 6.83  C149 1.525, H154 1.090, H155 1.090, H156 1.092
149 C -7.65 -5.60 6.84  C148 1.525, C150 1.535, N153 1.465, H157 1.094
150 C -6.14 -5.32 6.82  C149 1.535, O151 1.415, H158 1.094, H159 1.098
151 O -5.63 -4.94 5.55  C150 1.415, C152 1.415
152 C -5.76 -3.56 5.24  O151 1.415, H160 1.094, H161 1.092, H162 1.091
153 N -8.07 -6.47 5.74  C149 1.465, H163 1.016, H164 1.017
154 H -8.53 -3.87 5.85  C148 1.090
155 H -9.53 -4.58 7.11  C148 1.090
156 H -8.13 -3.60 7.55  C148 1.092
157 H -7.85 -6.12 7.78  C149 1.094
158 H -5.62 -6.25 7.06  C150 1.094
159 H -5.86 -4.58 7.58  C150 1.098
160 H -5.64 -2.94 6.13  C152 1.094
161 H -6.71 -3.35 4.76  C152 1.092
162 H -4.96 -3.31 4.53  C152 1.091
163 H -7.59 -7.36 5.81  N153 1.016
164 H -7.74 -6.06 4.87  N153 1.017

**SMILES**: CCCCNN1C(=O)c2c(CCCCC(F)(F)C(F)(F)S(F)(F)(F)(F)F)cc(CCF)c(S(=O)(=O)F)c2C1=O.COC[C@@H](C)N.COC[C@@H](C)N.COC[C@@H](C)N.COC[C@@H](C)N.COC[C@@H](C)N.COC[C@@H](C)N
**DFT total energy**: -4815.03839 a.u.
**HOMO level**: -9.0 eV
**LUMO energy**: -0.69 eV

Atom charges from the Löwdin analysis, given in e for atoms 1 to 6: -0.125 -0.224 -0.172 -0.203 0.008 0.023

=====

Entry 2:
Formula: C26H26ClN3O4
Source: the Open Molecules 2025 dataset
Level of theory: ωB97M-V/def2-TZVPD

Each atom is followed by the atoms it is bonded to, with distances in Å.
CARTESIAN COORDINATES (ANGSTROEM)
1 C -6.18 -1.83 2.23  C2 1.521, H58 1.086, H59 1.087, H60 1.086
2 C -5.08 -0.80 2.06  C1 1.521, H3 1.098, H4 1.098, O5 1.415
3 H -4.36 -0.86 2.89  C2 1.098
4 H -5.50 0.22 2.04  C2 1.098
5 O -4.43 -1.08 0.83  C2 1.415, C6 1.364
6 C -3.43 -0.26 0.40  O5 1.364, C7 1.388, C11 1.407
7 C -2.96 0.83 1.14  C6 1.388, C8 1.391, H57 1.077
8 C -1.93 1.63 0.66  C7 1.391, C9 1.391, C29 1.478
9 C -1.36 1.35 -0.58  C8 1.391, C10 1.385, H28 1.076
10 C -1.79 0.26 -1.32  C9 1.385, C11 1.410, O20 1.357
11 C -2.85 -0.54 -0.85  C6 1.407, C10 1.410, O12 1.360
12 O -3.20 -1.58 -1.66  C11 1.360, C13 1.419
13 C -4.57 -1.90 -1.85  O12 1.419, C14 1.525, H18 1.092, H19 1.094
14 C -5.39 -0.71 -2.34  C13 1.525, H15 1.088, H16 1.087, H17 1.088
15 H -5.44 0.06 -1.57  C14 1.088
16 H -6.40 -1.03 -2.58  C14 1.087
17 H -4.93 -0.28 -3.22  C14 1.088
18 H -4.55 -2.68 -2.61  C13 1.092
19 H -5.00 -2.30 -0.93  C13 1.094
20 O -1.28 -0.09 -2.52  C10 1.357, C21 1.414
21 C -0.01 0.41 -2.88  O20 1.414, C22 1.522, H26 1.099, H27 1.101
22 C 0.51 -0.42 -4.04  C21 1.522, H23 1.085, H24 1.087, H25 1.087
23 H 0.59 -1.46 -3.74  C22 1.085
24 H 1.49 -0.06 -4.35  C22 1.087
25 H -0.18 -0.35 -4.88  C22 1.087
26 H 0.68 0.34 -2.02  C21 1.099
27 H -0.08 1.47 -3.18  C21 1.101
28 H -0.60 2.01 -0.99  C9 1.076
29 C -1.59 2.82 1.46  C8 1.478, O30 1.216, N31 1.378
30 O -2.40 3.37 2.18  C29 1.216
31 N -0.34 3.39 1.32  C29 1.378, C32 1.390, H56 1.014
32 C 0.86 2.91 0.83  N31 1.390, C33 1.388, C37 1.397
33 C 1.21 1.56 0.89  C32 1.388, C34 1.397, H55 1.078
34 C 2.42 1.10 0.38  C33 1.397, C35 1.398, C41 1.453
35 C 3.30 2.03 -0.19  C34 1.398, C36 1.384, Cl40 1.737
36 C 2.98 3.37 -0.22  C35 1.384, C37 1.380, H39 1.079
37 C 1.78 3.82 0.29  C32 1.397, C36 1.380, H38 1.079
38 H 1.53 4.87 0.27  C37 1.079
39 H 3.68 4.07 -0.65  C36 1.079
40 Cl 4.81 1.57 -0.92  C35 1.737
41 C 2.67 -0.33 0.51  C34 1.453, N42 1.311, N49 1.372
42 N 1.71 -1.18 0.77  C41 1.311, C43 1.365
43 C 2.30 -2.41 0.86  N42 1.365, C44 1.392, C48 1.417
44 C 1.76 -3.66 1.13  C43 1.392, C45 1.378, H54 1.077
45 C 2.63 -4.73 1.18  C44 1.378, C46 1.399, H53 1.080
46 C 4.00 -4.58 0.97  C45 1.399, C47 1.380, H52 1.079
47 C 4.56 -3.35 0.70  C46 1.380, C48 1.386, H51 1.080
48 C 3.70 -2.27 0.65  C43 1.417, C47 1.386, N49 1.366
49 N 3.90 -0.94 0.42  C41 1.372, C48 1.366, H50 1.006
50 H 4.77 -0.48 0.23  N49 1.006
51 H 5.62 -3.23 0.54  C47 1.080
52 H 4.64 -5.45 1.02  C46 1.079
53 H 2.24 -5.72 1.39  C45 1.080
54 H 0.71 -3.78 1.30  C44 1.077
55 H 0.54 0.84 1.33  C33 1.078
56 H -0.30 4.33 1.72  N31 1.014
57 H -3.38 1.08 2.09  C7 1.077
58 H -6.69 -1.67 3.18  C1 1.086
59 H -5.76 -2.83 2.22  C1 1.087
60 H -6.90 -1.75 1.43  C1 1.086

**SMILES**: CCOc1cc(C(=O)Nc2ccc(Cl)c(-c3nc4ccccc4[nH]3)c2)cc(OCC)c1OCC
**DFT total energy**: -1931.81710 a.u.
**HOMO level**: -8.1 eV
**LUMO energy**: 0.12 eV

Atom charges from the Löwdin analysis, given in e for atoms 1 to 6: -0.061 -0.247 0.129 0.131 -0.065 -0.174

=====

What is the DFT total energy in the second record? -1931.81710 a.u.

=====

What is the DFT total energy in the second record? -1931.81710 a.u.

=====

Among the records above, which one has the lowest LUMO energy? C44H89F11N8O10S2